No. 1
This record from the OMol25 dataset describes a structure of composition C13H10I2N3O2PtS. The level of theory is ωB97M-V/def2-TZVPD.

XYZ file:
```
32
Properties=species:S:1:pos:R:3
Pt 1.40619 0.07951 1.10902
I 3.18648 -2.67517 -3.21325
C 1.29262 -2.50016 -2.37073
C 0.20094 -3.11028 -2.98400
C -1.06352 -3.00639 -2.45533
I -2.64023 -3.94927 -3.46133
C -1.28616 -2.27956 -1.26384
C -2.53941 -2.11248 -0.62821
C -2.62247 -1.39504 0.53203
C -1.46878 -0.83063 1.08949
N -0.28458 -0.96337 0.51546
C -0.16952 -1.66752 -0.64910
C 1.17222 -1.74484 -1.19244
O 2.13930 -1.15980 -0.61251
H 0.35787 -3.67195 -3.89495
H -3.42198 -2.55851 -1.06612
H -3.57002 -1.26248 1.03674
H -1.48920 -0.26155 2.00858
N -0.95168 3.94832 2.20264
C -0.47901 2.72396 1.83130
O -0.19532 1.88691 2.67356
C -0.36448 2.48144 0.34144
C 0.96479 1.85645 -0.04787
H -0.94632 4.17349 3.18260
H -1.03173 4.69014 1.53276
H -0.55682 3.42296 -0.19103
H -1.19250 1.80998 0.08401
H 1.79015 2.54574 0.13659
H 0.96236 1.57646 -1.10272
S 5.59397 1.85294 2.65070
C 4.13065 1.26209 2.23486
N 3.07619 0.83859 1.97162
```

Summary:
spin multiplicity	3
net charge	-1
strongest force on any atom	0.21	eV/A
molar mass	721.2	g mol⁻¹

Atom charges from the Löwdin analysis, given in e for atoms 1 to 2: 1.126, 0.871

No. 2
This record from the OMol25 dataset describes an isolated molecule of C13H10N2. The level of theory is ωB97M-V/def2-TZVPD.

XYZ file:
```
25
Properties=species:S:1:pos:R:3
N 2.19765 2.03746 -1.34351
C 1.36925 2.47411 -0.65865
N 0.36319 2.81543 -0.11212
C -0.60788 1.99454 0.41768
C -1.83365 2.34305 0.91613
C -2.78690 1.29965 1.25601
C -2.60280 -0.02467 1.05507
C -1.30122 -0.37976 0.60807
C -0.68172 -1.26303 -0.32761
C -0.41081 -2.65306 -0.51435
C 0.80798 -3.19237 -0.39672
C 1.97875 -2.32667 -0.43636
C 1.78073 -0.92440 -0.53874
C 0.47104 -0.37206 -0.62130
C -0.19164 0.56696 0.48141
H 2.13758 1.96823 -2.35495
H -2.22778 3.38470 1.03488
H -3.80796 1.64041 1.40855
H -3.48089 -0.56731 1.18326
H -1.31075 -3.20068 -0.20235
H 1.17148 -4.21989 -0.38841
H 2.88017 -2.84534 -0.23104
H 2.47239 -0.27751 -0.44356
H 0.33077 0.02048 -1.59190
H 0.43081 0.52372 1.38673
```

Summary:
SMILES	N=C=NC1=CC=CC2=C3C=CC=C[C@@H]3[C@@H]12
spin multiplicity	1
net charge	0
strongest force on any atom	8.56	eV/A
molar mass	194.2	g mol⁻¹

Atom charges from the Löwdin analysis, given in e for atoms 1 to 2: 0.194, -0.310

No. 3
This record from the OMol25 dataset describes an isolated molecule of C13H10O6. The level of theory is ωB97M-V/def2-TZVPD.

XYZ file:
```
29
Properties=species:S:1:pos:R:3
O 0.32923 1.94130 -6.08142
C 1.09981 1.80605 -5.16248
O 2.40433 2.11166 -5.28412
C 0.73515 1.30412 -3.82541
C 1.67368 1.17112 -2.80775
C 1.30187 0.69514 -1.56469
C -0.02402 0.34277 -1.32313
O -0.50196 -0.13802 -0.14647
C 0.38715 -0.30414 0.93435
C -0.38611 -0.85442 2.08796
C -1.54683 -1.58120 2.12905
C -1.79926 -1.83035 3.49030
C -0.77009 -1.23939 4.18512
C -0.49563 -1.17367 5.61837
O 0.45027 -0.63410 6.13140
O -1.44773 -1.80473 6.32983
O 0.08575 -0.64427 3.32149
C -0.96933 0.47855 -2.34563
C -0.59413 0.95287 -3.57925
H 2.57634 2.43385 -6.18237
H 2.70072 1.44309 -2.99361
H 2.05128 0.60450 -0.79445
H 1.19583 -1.00216 0.66379
H 0.83952 0.65250 1.23166
H -2.13482 -1.88375 1.28826
H -2.61958 -2.36984 3.91608
H -1.23742 -1.74222 7.27503
H -1.99030 0.20263 -2.13600
H -1.31371 1.06212 -4.37589
```

Summary:
SMILES	O=C(O)c1ccc(OCc2ccc(C(=O)O)o2)cc1
spin multiplicity	1
net charge	0
strongest force on any atom	1.15	eV/A
molar mass	262.2	g mol⁻¹

Atom charges from the Löwdin analysis, given in e for atoms 1 to 2: 0.103, -0.493

Energy relative to the best compared isomer or geometry (same formula, charge and spin) (computed, kJ/mol): 0.0 524.9 0.0